35
Properties=species:S:1:pos:R:3:lowdin_charge:R:1 method="wB97M-V/def2-TZVPD" relative_energy_kj_mol=3.04 homo_lumo_gap_ev=6.885 lumo_ev=2.9 spin_multiplicity=1 charge=-1 e_tot_ha=-875.75552
I -1.605 1.959 1.072 -0.54
C -2.701 -2.361 -0.057 -0.07
C -2.376 -1.838 -1.433 -0.45
C -2.901 -2.769 -2.517 -0.21
O -2.263 -4.047 -2.387 -0.21
C -2.684 -4.947 -3.371 -0.14
N -3.016 -0.525 -1.642 0.03
H -2.301 -1.672 0.690 0.06
H -2.226 -3.342 0.064 0.07
H -3.760 -2.513 0.152 0.08
H -1.290 -1.742 -1.559 0.14
H -2.554 -2.400 -3.497 0.12
H -3.989 -2.880 -2.523 0.13
H -3.757 -5.136 -3.266 0.08
H -2.180 -5.896 -3.185 0.08
H -2.407 -4.609 -4.373 0.08
H -2.717 -0.246 -2.579 0.06
H -2.567 0.148 -1.020 -0.07
C 1.986 4.144 2.778 -0.06
C 2.535 3.652 1.438 -0.47
C 2.933 2.179 1.469 -0.23
O 3.956 1.956 2.400 -0.18
C 4.268 0.602 2.556 -0.13
N 1.635 3.969 0.351 0.03
H 2.644 3.793 3.572 0.07
H 0.940 3.851 2.910 0.06
H 1.921 5.236 2.819 0.07
H 3.470 4.215 1.304 0.13
H 3.293 1.948 0.449 0.12
H 2.038 1.550 1.585 0.11
H 3.370 -0.007 2.711 0.09
H 4.959 0.497 3.386 0.08
H 4.734 0.180 1.654 0.08
H 0.682 3.636 0.508 -0.06
H 1.927 3.417 -0.457 0.06